This record from the OMol25 dataset describes C5H7N3 in the gas phase in a non-equilibrium geometry. The level of theory is ωB97M-V/def2-TZVPD.

Strongest force on any atom   5.3 eV/Å
LUMO level   0.0169 Eh
Structure (SMILES)   N#CNC1=NCCC1

```
! RIJCOSX wB97M-V def2-TZVPD def2/J DEFGRID3
* xyz 0 1
N -2.86 0.31 2.62
C -2.33 0.79 1.66
N -1.70 1.06 0.53
C -0.58 0.27 0.22
N -0.44 -1.00 0.57
C 0.81 -1.57 -0.06
C 1.29 -0.47 -0.96
C 0.53 0.77 -0.61
H -1.79 2.05 0.21
H 0.54 -2.33 -0.75
H 1.62 -1.80 0.67
H 2.37 -0.19 -0.68
H 1.24 -0.67 -1.97
H 1.15 1.45 -0.03
H 0.15 1.34 -1.41
*
```

This record from the OMol25 dataset describes 2 unconnected molecules or ions with the total composition C2HF3NP in a non-equilibrium geometry. The level of theory is ωB97M-V/def2-TZVPD.

Strongest force on any atom   2.1 eV/Å
LUMO level   0.0219 Eh
Structure (SMILES)   FP=C(F)F.C#N

```
! RIJCOSX wB97M-V def2-TZVPD def2/J DEFGRID3
* xyz 0 1
F -1.78 1.49 0.68
P -1.21 0.65 -0.58
C -1.27 -0.90 -0.02
F -1.07 -1.93 -0.90
F -1.45 -1.38 1.22
C 2.27 0.61 -0.18
N 1.21 0.68 0.25
H 3.30 0.78 -0.48
*
```

This record from the OMol25 dataset describes 10 unconnected molecules or ions with the total composition C20H51N2O11S6 in a non-equilibrium geometry. The level of theory is ωB97M-V/def2-TZVPD.

Strongest force on any atom   3.8 eV/Å
LUMO level   0.0689 Eh

```
! RIJCOSX wB97M-V def2-TZVPD def2/J DEFGRID3
* xyz -1 1
N 0.56 -0.91 -0.55
O 1.28 -1.57 0.26
O -0.55 -0.50 -0.24
O 1.03 -0.57 -1.61
C 6.13 1.43 -2.63
C 6.24 2.42 -1.62
N 6.38 3.25 -0.81
H 7.15 1.05 -2.71
H 5.93 1.80 -3.63
H 5.45 0.62 -2.33
C 5.42 -4.41 -0.92
S 5.13 -6.22 -0.99
O 5.98 -6.92 0.05
C 3.42 -6.11 -0.31
H 4.59 -3.87 -1.36
H 6.29 -4.21 -1.55
H 5.48 -4.02 0.09
H 3.46 -5.58 0.64
H 3.06 -7.12 -0.09
H 2.74 -5.58 -0.98
C -2.26 -4.61 3.10
S -3.12 -3.05 3.61
O -4.43 -3.43 4.30
C -2.02 -2.60 5.08
H -1.23 -4.25 3.03
H -2.65 -4.88 2.12
H -2.47 -5.34 3.88
H -2.42 -1.75 5.64
H -1.05 -2.37 4.66
H -2.10 -3.43 5.78
C 1.53 2.38 3.53
S 3.28 2.65 3.89
O 3.44 2.15 5.30
C 4.01 1.29 2.89
H 0.98 3.14 4.10
H 1.28 1.35 3.79
H 1.31 2.48 2.47
H 5.10 1.30 2.96
H 3.59 1.46 1.90
H 3.55 0.37 3.26
C -8.17 -2.68 -3.99
S -6.45 -2.19 -4.24
O -6.51 -1.24 -5.40
C -6.20 -1.16 -2.75
H -8.34 -3.04 -2.97
H -8.39 -3.47 -4.71
H -8.83 -1.85 -4.20
H -6.72 -1.62 -1.91
H -6.71 -0.21 -2.90
H -5.16 -0.98 -2.50
C -3.39 6.47 3.07
S -4.78 5.38 2.48
O -5.09 5.95 1.07
C -3.82 3.80 2.30
H -2.95 6.09 3.99
H -3.75 7.49 3.13
H -2.60 6.42 2.32
H -4.28 2.93 1.84
H -3.43 3.56 3.29
H -2.99 4.01 1.63
C -1.08 0.75 -6.77
S -1.63 1.10 -8.48
O -3.11 0.68 -8.66
C -1.64 2.99 -8.42
H -1.03 -0.31 -6.53
H -1.81 1.09 -6.04
H -0.23 1.38 -6.51
H -1.39 3.31 -7.41
H -2.54 3.34 -8.93
H -0.80 3.33 -9.03
C -1.39 4.82 -3.07
C 0.00 4.93 -2.42
O 0.18 5.29 -1.23
C 1.21 4.51 -3.24
H -2.15 5.00 -2.30
H -1.45 3.82 -3.49
H -1.53 5.56 -3.85
H 1.46 3.48 -2.98
H 2.00 5.27 -3.14
H 0.92 4.38 -4.28
C 3.85 -2.39 7.02
C 3.11 -3.63 6.71
O 2.10 -3.92 7.39
C 3.37 -4.38 5.42
H 3.38 -1.94 7.89
H 3.82 -1.66 6.21
H 4.92 -2.50 7.19
H 3.18 -3.74 4.55
H 2.91 -5.36 5.46
H 4.43 -4.63 5.46
*
```

Number 1: energy -9767.0958 eV. Number 2: energy -21019.3638 eV. Number 3: energy -112071.9912 eV.